1.
The following is a DFT calculation (ωB97M-V/def2-TZVPD) of a molecular structure, C31H32BN8RuSe.

The energy relative to the best compared isomer or geometry (same formula, charge and spin) is 0.0 kcal/mol. The calculation puts the LUMO energy (alpha / beta) at -0.3867 / -0.9797 eV.

```
! wB97M-V def2-TZVPD RIJCOSX def2/J DEFGRID3
* xyz 0 2
Ru 0.4845 0.3816 0.4566
C 0.1544 0.8157 -3.2996
C -0.9553 0.3958 -2.3947
C -2.3088 0.4038 -2.7218
C -2.9602 -0.1802 -1.6456
C -4.4133 -0.4441 -1.4488
N -2.0301 -0.5068 -0.7407
N -0.7963 -0.1477 -1.1823
B -2.1719 -1.3764 0.5411
N -1.0131 -2.3670 0.6481
N 0.2940 -1.9823 0.7343
C 1.0016 -3.0890 0.9410
C 2.4839 -3.1464 1.0760
C 0.1513 -4.2019 0.9825
C -1.1170 -3.7046 0.7936
C -2.4107 -4.4470 0.7639
N -2.1409 -0.4368 1.7531
N -1.0517 0.3488 1.9121
C -1.2452 1.0839 3.0111
C -0.3517 2.1790 3.4861
C -2.4746 0.7343 3.5775
C -3.0108 -0.2378 2.7542
C -4.3008 -0.9764 2.8662
H -0.0725 0.4698 -4.3079
H 1.1067 0.3855 -3.0039
H 0.2512 1.9027 -3.3348
H -2.7519 0.7508 -3.6396
H -4.9727 -0.0837 -2.3094
H -4.7824 0.0682 -0.5593
H -4.6104 -1.5088 -1.3248
H -3.2089 -1.9618 0.5074
H 2.9385 -2.1653 1.1473
H 2.9144 -3.6717 0.2213
H 2.7602 -3.6990 1.9736
H 0.4356 -5.2283 1.1377
H -2.2138 -5.5111 0.8790
H -2.9399 -4.2947 -0.1768
H -3.0726 -4.1329 1.5714
H 0.2533 2.5856 2.6755
H 0.3191 1.8396 4.2745
H -0.9681 2.9878 3.8788
H -2.9178 1.1521 4.4649
H -4.8730 -0.5857 3.7055
H -4.1334 -2.0412 3.0334
H -4.8999 -0.8742 1.9615
C -1.6899 4.0892 -0.1646
C -0.7594 4.8471 -0.8655
C 0.4775 4.3048 -1.1592
C 0.7819 3.0075 -0.7442
C -0.1355 2.2417 -0.0044
C -1.3826 2.8066 0.2646
C 2.0140 2.3198 -1.1165
C 3.1343 2.9819 -1.6685
C 4.2384 2.2677 -2.0115
C 4.2280 0.8599 -1.8764
C 5.3060 0.0485 -2.2794
C 5.2189 -1.3147 -2.1911
C 4.0428 -1.9118 -1.7097
C 2.9872 -1.1460 -1.2877
C 3.0726 0.2572 -1.3377
N 2.0061 1.0049 -0.9166
H -2.6663 4.5042 0.0538
H -1.0054 5.8486 -1.1923
H 1.1890 4.8851 -1.7319
H -2.1367 2.2480 0.8046
H 3.1111 4.0556 -1.7759
H 5.1215 2.7573 -2.4027
H 6.1965 0.5265 -2.6683
H 6.0472 -1.9376 -2.4995
H 3.9748 -2.9906 -1.6691
H 2.0667 -1.5887 -0.9286
Se 2.2699 0.9637 2.2356
C 3.5517 -0.3071 2.5127
N 4.3609 -1.1119 2.6905
*
```

Löwdin population analysis, charges in e, atoms 1 to 5: 1.101 -0.008 -0.307 0.026 -0.264

---

2.
The following is a DFT calculation (ωB97M-V/def2-TZVPD) of 5 unconnected molecules or ions with the total composition C31H32BNO12 at a distorted geometry.

The calculation puts the LUMO energy at -1.6932 eV. The SMILES is NC(=O)CCBCOCOCCO.O=C1C=CC(=O)C=C1.O=C1C=CC(=O)C=C1.O=C1C=CC(=O)C=C1.O=C1C=CC(=O)C=C1.

```
! wB97M-V def2-TZVPD RIJCOSX def2/J DEFGRID3
* xyz 0 1
N 0.1752 -0.4590 1.1841
C -1.0339 -0.4675 0.5361
O -1.2331 -1.0646 -0.4989
C -2.1477 0.2956 1.1805
C -2.9380 1.0826 0.1431
B -2.4390 2.5392 -0.1343
C -0.9158 2.9714 -0.2491
O -0.2012 2.5826 0.9331
C 0.6291 3.5548 1.5385
O 1.8561 3.0169 1.8994
C 2.7306 2.7757 0.8192
C 3.8256 1.8654 1.3022
O 4.7271 1.5762 0.2627
H 0.9140 -0.6960 0.5401
H 0.3795 0.4624 1.5498
H -1.8092 0.9595 1.9546
H -2.7973 -0.4380 1.6288
H -3.0232 0.5243 -0.7786
H -3.9486 1.1628 0.5103
H -3.2744 3.3842 -0.2892
H -0.4545 2.5064 -1.1170
H -0.8618 4.0371 -0.4259
H 0.7691 4.4140 0.8922
H 0.1730 3.8486 2.4696
H 2.2350 2.3137 -0.0255
H 3.1665 3.7013 0.4681
H 3.3835 0.9549 1.6888
H 4.3733 2.3601 2.0815
H 4.2198 1.1640 -0.4341
C -4.1669 3.3798 3.0057
C -4.0571 4.5047 3.7055
C -4.4775 4.5651 5.1305
O -4.3830 5.5870 5.7705
C -5.0189 3.3206 5.7387
C -5.1280 2.1972 5.0355
C -4.7112 2.1406 3.6124
O -4.8095 1.1237 2.9617
H -3.8690 3.3097 1.9652
H -3.6609 5.4190 3.2829
H -5.3169 3.3877 6.7771
H -5.5219 1.2813 5.4572
C 0.6729 -1.5663 -3.0823
C 0.2654 -2.6139 -3.7917
C 0.5310 -2.7021 -5.2485
O 0.1624 -3.6562 -5.9013
C 1.2692 -1.5815 -5.8852
C 1.6749 -0.5343 -5.1748
C 1.4065 -0.4514 -3.7194
O 1.7794 0.5020 -3.0648
H 0.4779 -1.4749 -2.0217
H -0.2753 -3.4398 -3.3478
H 1.4562 -1.6723 -6.9472
H 2.2159 0.2939 -5.6140
C 0.0088 1.2655 4.3135
C 0.0853 -0.0423 4.5379
C -0.0889 -0.5969 5.9054
O -0.0221 -1.7865 6.1171
C -0.3518 0.3677 7.0074
C -0.4310 1.6752 6.7774
C -0.2592 2.2271 5.4091
O -0.3418 3.4181 5.1939
H 0.1337 1.6934 3.3284
H 0.2705 -0.7545 3.7436
H -0.4758 -0.0572 7.9954
H -0.6241 2.3943 7.5634
C 4.5939 -6.5197 -7.5942
C 4.1893 -7.7786 -7.7312
C 2.8208 -8.1978 -7.3277
O 2.4560 -9.3458 -7.4523
C 1.9234 -7.1565 -6.7665
C 2.3278 -5.8973 -6.6289
C 3.6932 -5.4807 -7.0327
O 4.0596 -4.3310 -6.9095
H 5.5851 -6.1920 -7.8808
H 4.8263 -8.5535 -8.1380
H 0.9315 -7.4821 -6.4801
H 1.6945 -5.1172 -6.2247
*
```

Löwdin population analysis, charges in e, atoms 1 to 5: 0.181 -0.522 0.063 -0.128 -0.141

---

3.
The following is a DFT calculation (ωB97M-V/def2-TZVPD) of a molecular structure, C31H32Cl2N4OS3SiTa.

The energy relative to the best compared isomer or geometry (same formula, charge and spin) is 11.4 kcal/mol. The calculation puts the LUMO energy at -3.6420 eV.

```
! wB97M-V def2-TZVPD RIJCOSX def2/J DEFGRID3
* xyz 1 1
Ta 1.1395 0.1790 0.3112
C -3.1403 -0.5148 1.8001
C -1.6440 -0.4455 1.8545
N -0.9792 -0.0238 0.8185
N -1.7003 0.3670 -0.3066
C -1.2283 1.4385 -0.8543
S 0.1486 2.3333 -0.1847
S -1.9080 2.1254 -2.2853
C -3.3797 1.0831 -2.5685
C -4.6425 1.7095 -2.0436
C -4.7802 2.0159 -0.6921
C -5.9507 2.5810 -0.2146
C -7.0003 2.8491 -1.0858
C -6.8674 2.5535 -2.4330
C -5.6921 1.9870 -2.9094
C -0.9395 -0.8382 3.0699
C -1.6698 -1.1921 4.2186
C -1.0434 -1.5630 5.3842
C 0.3549 -1.6002 5.4351
C 1.0951 -1.2633 4.3265
C 0.4609 -0.8728 3.1476
O 1.2337 -0.5553 2.1040
H -3.5676 0.3008 2.3883
H -3.4871 -1.4527 2.2303
H -3.4965 -0.4302 0.7800
H -3.1652 0.1207 -2.1089
H -3.4339 0.9462 -3.6475
H -3.9527 1.8291 -0.0157
H -6.0446 2.8215 0.8366
H -7.9144 3.2933 -0.7154
H -7.6766 2.7677 -3.1186
H -5.5925 1.7611 -3.9649
H -2.7497 -1.1608 4.1985
H -1.6264 -1.8224 6.2565
H 0.8547 -1.8910 6.3495
H 2.1784 -1.2757 4.3343
Cl 3.5060 -1.4129 0.4897
C 4.2152 -0.5935 1.8568
C 5.0137 -1.3160 2.7176
C 5.5623 -0.6687 3.8151
C 5.3005 0.6720 4.0337
C 4.4937 1.3783 3.1520
Cl 4.1951 3.0499 3.4586
C 3.9296 0.7607 2.0354
S 2.9725 1.6777 0.8656
H 5.2056 -2.3639 2.5324
H 6.1963 -1.2155 4.4992
H 5.7181 1.1877 4.8871
C -0.2093 -3.3971 0.6401
C 0.1464 -2.8692 -0.7154
C -0.0589 -3.5893 -1.8679
C 0.3615 -3.0478 -3.0865
C 0.9866 -1.8261 -3.1581
C 1.1939 -1.1238 -1.9622
N 0.7321 -1.6565 -0.7942
N 1.8002 0.0654 -1.7118
Si 2.5203 1.0596 -3.0111
C 3.2758 2.6136 -2.3499
C 1.1924 1.5102 -4.2382
C 3.8612 0.0230 -3.7828
H 0.4153 -4.2641 0.8632
H -1.2480 -3.7265 0.6725
H -0.0407 -2.6601 1.4177
H -0.5213 -4.5645 -1.8203
H 0.2023 -3.6120 -3.9971
H 1.3288 -1.4180 -4.0961
H 2.5921 3.1980 -1.7342
H 3.5434 3.2270 -3.2164
H 4.1864 2.4252 -1.7814
H 0.6636 2.4032 -3.8997
H 0.4494 0.7254 -4.3879
H 1.6449 1.7391 -5.2065
H 4.4791 -0.4250 -2.9999
H 4.5111 0.6541 -4.3937
H 3.4899 -0.7803 -4.4206
*
```

Löwdin population analysis, charges in e, atoms 1 to 5: 1.408 0.007 -0.205 -0.142 -0.056

---

Respective electronic energy values: -113196.034; -59396.773; -107654.832 eV.